Record 1
A cluster of 6 separate species, C81H61NO12 in total, computed with ωB97M-V/def2-TZVPD.

Results
Electronic energy (eV): -111050.5436
SMILES: O=C1c2ccccc2C(=O)c2ccccc21.O=C1c2ccccc2C(=O)c2ccccc21.O=C1c2ccccc2C(=O)c2ccccc21.O=C1c2ccccc2C(=O)c2ccccc21.O=C1c2ccccc2C(=O)c2ccccc21.CCOCCCCC[C@H]1CCNC1=O
Charge: 0
E_HOMO (eV): -9.396
Gap between HOMO and LUMO (eV): 8.2
Lowest unoccupied orbital energy (eV): -1.15

The geometry in XYZ format:
```
155
Properties=species:S:1:pos:R:3:mulliken_charge:R:1
C 0.682 4.825 1.278 -1.00
C 1.702 4.353 0.250 -0.39
O 1.168 3.338 -0.583 -0.08
C 1.580 2.003 -0.328 -0.43
C 0.385 1.079 -0.124 -0.14
C -0.134 1.063 1.332 -0.36
C -1.626 1.326 1.542 -1.42
C -2.220 2.530 0.788 -0.25
C -3.477 2.171 -0.002 0.39
C -4.710 1.843 0.871 -0.90
C -5.521 3.141 0.871 -0.61
N -5.286 3.605 -0.500 -0.30
C -3.959 3.369 -0.815 -0.42
O -3.302 4.067 -1.549 -0.40
H 1.100 5.617 1.904 0.46
H -0.204 5.200 0.758 0.20
H 0.371 3.995 1.921 0.11
H 2.627 4.011 0.730 0.40
H 1.970 5.195 -0.402 0.30
H 2.161 1.662 -1.195 0.28
H 2.239 1.953 0.550 0.19
H -0.399 1.333 -0.845 0.40
H 0.752 0.073 -0.359 -0.04
H 0.450 1.771 1.932 0.24
H 0.082 0.071 1.743 0.21
H -1.773 1.496 2.616 0.24
H -2.199 0.418 1.317 0.53
H -2.499 3.308 1.512 0.48
H -1.501 3.005 0.111 0.16
H -3.308 1.321 -0.671 0.49
H -5.306 1.094 0.335 0.36
H -4.508 1.423 1.857 0.34
H -5.123 3.862 1.599 0.28
H -6.582 2.992 1.078 0.38
H -5.588 4.540 -0.746 0.32
C 0.011 -4.990 4.105 -0.75
C 0.562 -6.266 4.164 -0.65
C 1.233 -6.786 3.070 -0.66
C 1.350 -6.035 1.906 0.13
C 0.786 -4.759 1.843 0.68
C 0.122 -4.238 2.948 -0.46
C 0.891 -3.936 0.607 0.22
O 0.465 -2.801 0.571 -0.71
C 1.584 -4.527 -0.570 0.56
C 1.664 -3.785 -1.743 -1.03
C 2.325 -4.305 -2.842 -0.31
C 2.909 -5.566 -2.774 -0.56
C 2.831 -6.310 -1.609 -0.63
C 2.166 -5.795 -0.502 0.09
C 2.089 -6.611 0.744 0.51
O 2.610 -7.703 0.813 -0.68
H -0.514 -4.588 4.961 0.55
H 0.460 -6.857 5.065 0.51
H 1.669 -7.776 3.102 0.49
H -0.304 -3.246 2.889 0.53
H 1.211 -2.804 -1.782 0.60
H 2.387 -3.720 -3.749 0.60
H 3.430 -5.967 -3.634 0.43
H 3.282 -7.290 -1.541 0.51
C 2.316 3.118 -3.761 -0.26
C 3.215 3.843 -4.536 -0.91
C 3.880 3.237 -5.587 -0.53
C 3.653 1.897 -5.872 0.29
C 2.759 1.160 -5.090 0.26
C 2.090 1.778 -4.038 -0.91
C 2.516 -0.287 -5.359 0.38
O 1.745 -0.937 -4.682 -0.67
C 3.258 -0.916 -6.491 0.30
C 3.064 -2.266 -6.760 -0.43
C 3.738 -2.870 -7.807 -0.69
C 4.607 -2.127 -8.598 -0.48
C 4.802 -0.781 -8.339 -0.65
C 4.131 -0.172 -7.285 0.28
C 4.368 1.277 -7.022 0.68
O 5.111 1.925 -7.727 -0.67
H 1.791 3.591 -2.940 0.66
H 3.392 4.889 -4.318 0.45
H 4.576 3.792 -6.201 0.48
H 1.392 1.200 -3.449 0.68
H 2.375 -2.828 -6.145 0.48
H 3.585 -3.922 -8.012 0.41
H 5.130 -2.599 -9.419 0.40
H 5.473 -0.188 -8.945 0.48
C 5.487 3.123 7.535 -0.48
C 5.513 3.846 6.347 -0.51
C 5.172 3.235 5.153 -0.54
C 4.810 1.893 5.139 0.27
C 4.793 1.164 6.330 0.17
C 5.128 1.786 7.527 -0.61
C 4.428 -0.282 6.346 0.52
O 4.396 -0.909 7.383 -0.67
C 4.104 -0.928 5.042 0.32
C 3.787 -2.282 5.021 -0.95
C 3.467 -2.897 3.822 -0.38
C 3.463 -2.164 2.641 -0.44
C 3.780 -0.817 2.655 -0.86
C 4.100 -0.193 3.854 0.38
C 4.432 1.260 3.843 0.56
O 4.393 1.906 2.817 -0.68
H 5.749 3.605 8.468 0.40
H 5.800 4.890 6.355 0.40
H 5.183 3.785 4.222 0.50
H 5.105 1.209 8.442 0.48
H 3.790 -2.837 5.949 0.48
H 3.214 -3.950 3.805 0.55
H 3.206 -2.642 1.704 0.54
H 3.778 -0.235 1.743 0.52
C -1.999 5.416 -4.068 -0.42
C -1.502 5.576 -5.357 -0.64
C -1.324 6.844 -5.887 -0.63
C -1.649 7.963 -5.130 0.18
C -2.162 7.803 -3.839 0.23
C -2.330 6.528 -3.312 -0.61
C -2.547 8.982 -3.014 0.54
O -2.984 8.854 -1.890 -0.67
C -2.381 10.337 -3.620 0.13
C -2.769 11.453 -2.888 -0.53
C -2.616 12.720 -3.426 -0.49
C -2.071 12.878 -4.696 -0.48
C -1.685 11.769 -5.429 -0.55
C -1.842 10.495 -4.897 0.17
C -1.436 9.315 -5.714 0.62
O -0.949 9.459 -6.817 -0.67
H -2.131 4.431 -3.643 0.49
H -1.255 4.706 -5.952 0.47
H -0.934 6.981 -6.886 0.49
H -2.722 6.408 -2.312 0.62
H -3.187 11.313 -1.901 0.47
H -2.921 13.587 -2.856 0.39
H -1.949 13.869 -5.113 0.39
H -1.262 11.875 -6.419 0.47
C -2.889 -8.417 1.089 -0.48
C -3.777 -9.379 0.621 -0.61
C -4.840 -9.786 1.409 -0.62
C -5.015 -9.238 2.674 0.40
C -4.116 -8.281 3.150 0.12
C -3.057 -7.868 2.349 -0.61
C -4.262 -7.701 4.515 0.49
O -3.486 -6.866 4.928 -0.67
C -5.390 -8.188 5.360 0.16
C -5.526 -7.693 6.651 -0.50
C -6.572 -8.124 7.450 -0.49
C -7.490 -9.047 6.960 -0.48
C -7.358 -9.545 5.675 -0.57
C -6.307 -9.121 4.872 0.14
C -6.174 -9.686 3.498 0.58
O -6.979 -10.483 3.068 -0.66
H -2.062 -8.096 0.469 0.49
H -3.639 -9.810 -0.362 0.39
H -5.543 -10.529 1.057 0.49
H -2.366 -7.120 2.716 0.69
H -4.807 -6.973 7.016 0.47
H -6.675 -7.740 8.456 0.40
H -8.309 -9.379 7.585 0.40
H -8.062 -10.265 5.281 0.47
```



Record 2
A structure of composition C15H38N7O7PPb at a distorted geometry, computed with ωB97M-V/def2-TZVPD.

Results
Electronic energy (eV): -55463.1883
Charge: 0
E_HOMO (alpha / beta) (eV): -5.677 / -5.712
Gap between HOMO and LUMO (alpha / beta) (eV): 4.7 / 4.8
Lowest unoccupied orbital energy (alpha / beta) (eV): -0.97 / -0.93

The geometry in XYZ format:
```
69
Properties=species:S:1:pos:R:3:mulliken_charge:R:1
O 0.620 -5.552 -2.654 -0.52
H 0.403 -6.181 -3.349 0.28
Pb 0.678 -0.930 -1.431 0.84
N 2.456 0.034 -0.431 0.61
N 1.424 -2.366 0.244 0.48
N -0.233 0.844 -2.722 0.11
N -1.290 -1.576 -2.351 0.26
O 2.684 1.256 -0.721 -0.88
O 0.191 2.136 -2.343 -0.53
O -1.815 -2.895 -2.271 -0.57
O 0.942 -3.503 0.461 -0.82
C 2.515 -1.903 0.931 0.48
C 3.005 -0.600 0.647 0.24
C -1.561 0.709 -2.942 0.49
C -2.113 -0.621 -2.806 0.46
C 4.029 0.128 1.433 -1.47
H 3.600 1.037 1.881 0.14
H 4.840 0.453 0.763 0.33
H 4.438 -0.501 2.231 0.34
C 2.949 -2.859 1.963 -1.53
H 3.188 -3.822 1.481 0.31
H 2.146 -3.072 2.691 0.22
H 3.821 -2.525 2.509 0.45
C -2.360 1.878 -3.408 -1.65
C -3.520 -0.976 -3.154 -1.62
H -1.671 2.686 -3.689 0.36
H -3.067 2.264 -2.652 0.30
H -2.945 1.576 -4.292 0.51
H -3.807 -1.887 -2.608 0.45
H -3.612 -1.170 -4.239 0.31
H -4.236 -0.177 -2.918 0.39
H 1.032 2.005 -1.818 0.33
H -1.343 -3.373 -1.530 0.41
C 1.351 -4.450 -3.200 -0.23
H 1.954 -4.079 -2.371 0.06
H 0.683 -3.678 -3.607 0.11
H 2.048 -4.718 -4.008 0.39
O 2.294 -0.342 -3.467 -0.52
H 1.813 0.330 -3.971 0.28
H 3.052 0.095 -3.016 0.31
C -2.783 -0.178 2.562 -0.99
N -1.355 0.147 2.689 0.18
C -0.610 -1.055 3.084 -0.98
P -0.720 1.108 1.491 -1.08
O -0.559 0.555 0.108 0.57
N -1.769 2.377 1.317 0.25
C -1.703 3.104 0.066 -0.88
C -2.192 3.179 2.442 -1.15
N 0.664 1.791 2.127 0.86
C 1.236 2.920 1.394 -1.07
C 0.889 1.898 3.552 -1.12
H -3.136 -0.699 3.459 0.36
H -2.899 -0.837 1.695 0.25
H -3.393 0.712 2.411 0.37
H -0.762 -1.811 2.306 0.35
H 0.459 -0.868 3.192 0.18
H -1.000 -1.448 4.034 0.36
H -1.578 2.435 -0.782 0.01
H -2.661 3.614 -0.002 0.54
H -0.889 3.839 0.018 0.19
H -3.124 3.647 2.116 0.43
H -2.383 2.573 3.328 0.39
H -1.469 3.957 2.735 0.19
H 1.121 2.815 0.315 0.10
H 0.796 3.888 1.683 0.24
H 2.302 2.896 1.629 0.51
H 0.243 2.626 4.069 0.23
H 0.756 0.937 4.042 0.35
H 1.937 2.203 3.650 0.45
```



Record 3
A cluster of 2 separate species, C4H13N2O2 in total at a distorted geometry, computed with ωB97M-V/def2-TZVPD.

Results
Electronic energy (eV): -11422.5992
Charge: +1
E_HOMO (eV): -14.540
Gap between HOMO and LUMO (eV): 6.4
Lowest unoccupied orbital energy (eV): -8.10

The geometry in XYZ format:
```
21
Properties=species:S:1:pos:R:3:mulliken_charge:R:1
N 1.358 1.635 -1.105 -0.23
C 0.890 0.968 -0.017 -0.36
C -0.520 0.039 -0.411 0.23
N -0.576 -1.015 0.494 -0.23
C 0.096 -2.258 0.106 -0.30
C -0.497 -3.451 0.836 -1.21
O -0.300 -0.193 -1.645 -0.52
H -1.436 0.674 -0.330 0.51
H 1.958 2.439 -0.989 0.25
H 1.171 1.194 -1.996 0.26
H 0.608 1.604 0.827 0.34
H 1.544 0.245 0.461 0.28
H -1.548 -1.235 0.697 0.33
H 1.164 -2.083 0.320 0.24
H 0.093 -2.419 -0.981 0.35
H -0.252 -3.337 1.898 0.34
H -1.596 -3.430 0.784 0.36
H -0.106 -4.386 0.479 0.36
H -0.013 5.413 0.153 0.32
H -1.429 4.880 -0.029 0.32
O -0.608 4.715 0.446 -0.64
```



Record 4
A cluster of 2 separate species, C2H5NO2 in total at a distorted geometry, computed with ωB97M-V/def2-TZVPD.

Results
Electronic energy (eV): -7728.8711
2S+1: 2
Charge: +1
E_HOMO (alpha / beta) (eV): -15.251 / -14.090
Gap between HOMO and LUMO (alpha / beta) (eV): 9.5 / 3.9
Lowest unoccupied orbital energy (alpha / beta) (eV): -5.77 / -10.16

The geometry in XYZ format:
```
10
Properties=species:S:1:pos:R:3:mulliken_spin:R:1
O -2.953 2.186 -0.089 0.55
C -2.581 1.187 0.524 -0.02
H -1.617 1.123 1.208 0.09
H -3.139 0.215 0.649 0.08
C 1.475 -0.355 0.048 -0.02
N 2.014 -1.295 -0.800 0.01
O 0.337 -0.320 0.544 0.28
H 2.157 0.506 0.306 0.02
H 2.625 -1.008 -1.614 0.00
H 1.682 -2.240 -0.777 0.00
```



Record 5
A structure of composition BrH42LiO21 at a distorted geometry, computed with ωB97M-V/def2-TZVPD.

Results
Electronic energy (eV): -113933.1797
Charge: 0
E_HOMO (eV): -9.184
Gap between HOMO and LUMO (eV): 8.8
Lowest unoccupied orbital energy (eV): -0.43

The geometry in XYZ format:
```
65
Properties=species:S:1:pos:R:3:mulliken_charge:R:1
Li -0.073 0.002 0.060 0.51
Br 0.121 -2.152 -1.116 -0.80
O -1.026 1.657 -0.401 -0.15
H -0.843 2.423 -0.946 0.11
H -1.970 1.694 -0.246 0.20
O -3.509 0.217 -1.777 -0.68
H -3.556 0.980 -1.201 0.31
H -3.791 0.543 -2.631 0.29
O -0.100 -1.351 4.175 -0.58
H -0.082 -1.337 5.132 0.30
H 0.059 -2.267 3.946 0.26
O 3.603 2.090 1.997 -0.59
H 3.250 2.958 2.190 0.30
H 4.082 1.844 2.789 0.26
O 0.436 -1.446 -4.466 -0.60
H 0.750 -1.803 -3.635 0.21
H 0.909 -1.942 -5.134 0.24
O 2.454 -1.992 2.414 -0.67
H 1.696 -2.546 2.600 0.30
H 2.825 -1.798 3.275 0.28
O 1.868 4.010 0.011 -0.62
H 2.804 4.079 -0.175 0.32
H 1.518 3.488 -0.710 0.25
O 3.483 -0.168 -1.342 -0.62
H 4.078 0.364 -0.814 0.24
H 3.580 -1.054 -0.994 0.42
O -1.207 -0.436 1.950 -0.20
H -2.107 -0.145 2.099 0.26
H -0.929 -0.795 2.792 0.13
O 0.999 3.678 -2.580 -0.62
H 0.976 2.739 -2.764 0.42
H 0.173 4.012 -2.930 0.32
O -3.319 0.402 3.968 -0.64
H -2.897 1.201 4.282 0.34
H -2.726 -0.302 4.232 0.26
O -3.729 2.346 -0.148 -0.56
H -4.136 3.105 -0.566 0.25
H -4.038 2.376 0.757 0.23
O 0.320 -3.777 3.222 -0.64
H -0.103 -3.922 2.375 0.39
H 0.477 -4.657 3.566 0.26
O -1.387 0.402 -5.075 -0.65
H -2.064 -0.177 -5.425 0.31
H -0.779 -0.184 -4.624 0.44
O -1.534 2.864 -3.610 -0.63
H -2.016 2.736 -2.793 0.25
H -1.262 1.983 -3.868 0.37
O 1.445 0.539 1.171 0.46
H 2.147 1.170 1.013 -0.01
H 1.744 0.031 1.926 0.12
O 0.407 1.618 3.976 -0.64
H 0.381 1.565 3.020 0.33
H 0.380 0.707 4.268 0.29
O -0.739 -4.513 0.850 -0.72
H -0.152 -5.186 0.504 0.34
H -0.813 -3.872 0.143 0.15
O 3.357 -2.603 0.044 -0.76
H 3.067 -2.251 0.885 0.51
H 2.554 -2.691 -0.469 0.24
O 1.071 0.975 -2.774 -0.40
H 0.552 0.243 -3.107 0.08
H 1.871 0.569 -2.440 0.20
O -3.080 -2.336 -2.478 -0.68
H -3.288 -1.438 -2.217 0.47
H -2.181 -2.470 -2.180 0.28
```



Record 6
A structure of composition C32H27Br3IN2O6Ti, computed with ωB97M-V/def2-TZVPD.

Results
Electronic energy (eV): -290228.7122
Charge: +1
E_HOMO (eV): -10.869
Gap between HOMO and LUMO (eV): 7.3
Lowest unoccupied orbital energy (eV): -3.56

The geometry in XYZ format:
```
72
Properties=species:S:1:pos:R:3:mulliken_charge:R:1
Ti 0.393 -0.457 0.743 -0.86
O -4.440 -0.369 -0.733 -0.51
C -3.231 -0.659 -0.230 0.21
O -2.865 -0.367 0.874 -0.45
C -2.445 -1.434 -1.254 -0.49
O -1.116 -1.597 -0.805 0.39
C -0.394 -2.526 -1.606 -0.28
C 1.053 -2.542 -1.144 0.25
O 1.939 -3.007 -1.796 -0.56
O 1.192 -1.993 0.072 -0.53
H -4.934 0.114 -0.046 0.43
H -2.475 -0.890 -2.197 0.10
H -2.930 -2.408 -1.396 0.56
H -0.427 -2.241 -2.663 0.26
H -0.823 -3.529 -1.495 0.40
C -1.779 1.076 -4.234 -1.40
C -2.079 1.973 -3.068 0.58
C -2.815 3.164 -3.296 -0.87
C -2.987 4.046 -2.280 -1.14
C -2.412 3.774 -1.016 0.94
C -2.460 4.669 0.085 -0.10
Br -3.368 6.313 -0.056 -0.20
C -1.819 4.377 1.251 -0.44
C -1.124 3.157 1.387 0.59
Br -0.204 2.892 3.005 -0.13
C -1.094 2.248 0.371 -0.32
O -0.450 1.075 0.512 0.78
C -1.729 2.549 -0.871 -0.36
N -1.595 1.656 -1.892 0.39
H -2.654 0.931 -4.867 0.43
H -1.401 0.113 -3.902 0.02
H -1.002 1.533 -4.850 0.37
H -3.209 3.367 -4.282 0.51
H -3.530 4.969 -2.429 0.39
H -1.825 5.074 2.075 0.46
C 4.131 0.922 3.493 -0.56
C 3.691 1.755 2.474 -0.89
C 2.611 1.382 1.689 -0.28
C 1.961 0.163 1.901 1.32
C 2.414 -0.663 2.934 -0.19
C 3.490 -0.284 3.726 -0.77
H 4.970 1.218 4.108 0.41
H 4.184 2.701 2.293 0.50
H 2.276 2.063 0.914 0.52
H 1.949 -1.625 3.127 0.41
H 3.831 -0.937 4.518 0.43
C -2.725 -3.520 5.408 -1.53
C -1.995 -2.805 4.315 1.11
C -1.285 -3.511 3.344 -0.94
C -0.601 -2.831 2.364 -0.56
N -0.591 -1.489 2.299 0.84
C -1.281 -0.799 3.218 -0.21
C -1.980 -1.418 4.231 -0.99
H -3.276 -4.373 5.014 0.40
H -3.417 -2.861 5.926 0.37
H -2.011 -3.904 6.139 0.31
H -1.257 -4.592 3.353 0.47
H -0.019 -3.350 1.612 0.64
H -1.263 0.276 3.125 0.12
H -2.517 -0.811 4.946 0.42
Br 5.093 1.265 -1.224 -0.16
C 4.541 0.241 -2.708 -0.04
C 5.522 -0.292 -3.533 -0.49
C 5.167 -1.077 -4.618 -0.61
C 3.833 -1.336 -4.888 -0.70
C 2.849 -0.805 -4.070 -0.24
C 3.206 -0.014 -2.987 0.59
I 1.679 0.801 -1.842 0.30
H 6.562 -0.095 -3.314 0.41
H 5.940 -1.489 -5.250 0.38
H 3.554 -1.954 -5.730 0.40
H 1.806 -1.004 -4.273 0.34
```



Record 7
A cluster of 2 separate species, C4H8O3 in total at a distorted geometry, computed with ωB97M-V/def2-TZVPD.

Results
Electronic energy (eV): -10416.2159
SMILES: C=COO.CC=O
Charge: 0
E_HOMO (eV): -9.179
Gap between HOMO and LUMO (eV): 9.8
Lowest unoccupied orbital energy (eV): 0.60

The geometry in XYZ format:
```
15
Properties=species:S:1:pos:R:3:mulliken_charge:R:1
C -0.821 -1.064 2.023 -0.84
C -0.156 0.242 1.715 0.24
O -0.708 -0.217 -1.372 -0.22
O -1.094 1.185 -1.391 -0.37
O -0.774 1.241 1.353 -0.63
H -1.084 1.319 -0.418 0.42
H -0.235 -1.594 2.777 0.32
H -1.826 -0.887 2.412 0.28
H -0.869 -1.666 1.113 0.23
C 0.608 -0.308 -1.758 -0.07
C 1.466 0.682 -2.030 -0.59
H 2.481 0.461 -2.340 0.27
H 0.888 -1.352 -1.824 0.32
H 0.947 0.231 1.713 0.36
H 1.178 1.726 -1.972 0.27
```